16
Properties=species:S:1:pos:R:3:forces:R:3:nbo_charge:R:1 method="wB97M-V/def2-TZVPD" total_energy_ha=-359.19007 multiplicity=1 e_above_lowest_ev=1.4794
O 0.832152 -1.888834 -1.882835 -0.4 0.2 1.2 -0.545
N -0.641760 2.836723 0.485104 -0.2 -0.4 0.2 -0.837
N -0.014067 0.740437 1.435786 -2.5 -0.7 -0.9 -0.812
N 1.096096 1.638145 -0.471243 0.4 -2.9 2.1 -0.818
C 0.391452 -1.947031 -0.742873 0.9 -0.5 -1.3 0.422
C -0.722185 -2.951301 -0.436300 0.3 0.6 0.2 -0.724
C 0.112671 1.661418 0.547091 0.6 1.4 -0.3 0.596
H -0.216987 3.615640 0.006556 -0.1 -0.1 -0.2 0.377
H 1.775683 0.878661 -0.199934 -1.0 1.0 -0.8 0.394
H -1.075785 0.654793 1.687659 2.6 0.6 0.1 0.350
H -1.594832 -2.532810 -0.965194 0.0 -0.4 0.4 0.241
H -1.014114 3.106927 1.381566 -0.1 0.0 0.0 0.387
H -0.890395 -3.079137 0.640916 -0.2 0.2 -0.3 0.218
H -0.484950 -3.931637 -0.873418 0.0 0.4 0.0 0.239
H 0.850739 -1.274089 0.034057 -0.8 -0.6 -0.2 0.143
H 1.596282 2.472096 -0.646937 0.3 1.1 -0.1 0.371